The following is a DFT calculation (ωB97M-V/def2-TZVPD) of a cluster of 2 separate species, C16H17F9NO6S in total at a distorted geometry.

## Properties
DFT total energy: -65925.783 eV
Net charge: -1
Molar mass: 522.4 g/mol
Kohn-Sham gap: 1.36 eV
Strongest force on any atom: 4.100 eV/A
LUMO energy: -0.7 eV

Structure (XYZ):
```
50
Properties=species:S:1:pos:R:3:lowdin_charge:R:1
C -3.08836 3.20677 -0.77436 -0.006
C -1.98853 4.02038 -0.81956 -0.191
C -0.86715 3.90348 -1.92822 -0.147
C -0.26147 2.44202 -2.01815 -0.166
C -0.62663 1.68326 -3.21550 0.022
C -0.06291 0.27453 -3.42686 -0.106
C -0.44585 -0.58077 -4.66247 -0.441
O -0.97286 -1.67945 -4.56801 0.074
O -0.22772 -0.09891 -5.99906 -0.005
C 0.86471 -0.22770 -2.33546 0.028
C 1.17587 0.59172 -1.15101 -0.146
C 2.13199 -0.06812 -0.09428 -0.123
C 1.59952 -1.43553 0.51163 -0.067
C 0.09294 -1.33923 1.05764 -0.357
F -0.72196 -1.53785 -0.05062 0.087
F -0.00999 -0.03619 1.58387 0.069
C -0.03946 -2.45231 2.17366 -0.366
F 0.62101 -1.94428 3.29883 0.073
F 0.63028 -3.62359 1.86341 0.104
S -1.78714 -2.89572 2.69561 0.933
F -2.40433 -1.44914 2.22997 -0.160
F -1.53797 -2.21685 4.20007 -0.185
F -1.22144 -4.29792 3.32753 -0.141
F -2.13553 -3.63092 1.28213 -0.135
F -3.29676 -3.30459 3.21432 -0.154
N 0.61611 1.91936 -1.00769 0.005
C 0.98300 2.71220 0.15389 -0.192
O 2.31184 3.25549 -0.12922 -0.189
C 2.75333 4.07255 0.97138 -0.117
H -3.10020 2.32773 -1.47483 0.072
H -3.89560 3.42577 -0.03156 0.060
H -1.87576 4.82172 -0.04063 0.091
H 0.01126 4.55982 -1.62169 0.109
H -1.24691 4.23019 -2.93110 0.111
H -1.31574 2.15235 -3.97491 0.115
H 0.68403 -0.39927 -6.20261 0.104
H 1.29669 -1.26180 -2.46590 0.125
H 3.08264 -0.32875 -0.66254 0.128
H 2.45113 0.61327 0.73691 0.104
H 1.75101 -2.30263 -0.18371 0.133
H 2.22316 -1.63193 1.44224 0.131
H 0.26779 3.54980 0.38023 0.120
H 1.10012 2.10640 1.09843 0.125
H 1.91878 4.49578 1.59932 0.091
H 3.34969 4.92055 0.52618 0.093
H 3.43256 3.45552 1.62798 0.091
C -0.60607 -7.50096 3.95990 -1.004
O -1.81698 -7.52663 4.21543 0.051
O -0.11301 -7.46627 2.79371 0.075
O 0.31688 -7.50338 4.82570 0.073
```

The following is a DFT calculation (ωB97M-V/def2-TZVPD) of a structure of composition C51H36AuN3O2P2S at a distorted geometry.

## Properties
DFT total energy: -95123.914 eV
2S+1: 3
Expectation value of S²: 2.0282
Net charge: +2
Molar mass: 1013.8 g/mol
Kohn-Sham gap (spin up / spin down): 6.73 / 5.17 eV
Strongest force on any atom: 1.139 eV/A
LUMO energy (spin up / spin down): -5.8 / -7.8 eV

Structure (XYZ):
```
96
Properties=species:S:1:pos:R:3:mulliken_spin:R:1
Au 0.91823 0.79929 -0.79652 0.086
O -1.39821 -1.24555 -1.12788 0.072
S -1.49926 -0.66614 0.28828 -0.001
C -1.36574 -2.16778 1.22868 -0.015
C -2.11322 -2.44705 2.35029 -0.004
C -1.96589 -3.64372 3.06650 -0.002
C -1.01679 -4.53795 2.64834 0.002
C -0.59838 -5.86797 3.19844 0.000
C 0.62398 -6.28773 2.34682 0.000
C 0.79150 -5.18719 1.34130 0.004
C 1.71513 -4.99546 0.34587 -0.001
C 1.61390 -3.84110 -0.44080 0.009
C 0.63789 -2.86654 -0.26319 -0.057
P 0.64614 -1.59598 -1.57150 0.412
C 0.18141 -2.49534 -3.07850 0.051
C 1.19298 -3.15490 -3.78389 0.028
C 0.86837 -3.99039 -4.83867 -0.004
C -0.45652 -4.17347 -5.20720 0.012
C -1.45786 -3.49422 -4.53001 -0.005
C -1.14748 -2.65539 -3.47158 0.021
C 2.40860 -1.11403 -1.81560 0.063
C 2.74086 -0.49586 -3.03559 0.120
C 3.98302 0.08674 -3.20476 -0.035
C 4.89347 0.10441 -2.15234 0.086
C 4.57304 -0.49237 -0.93915 -0.044
C 3.33506 -1.08773 -0.75932 0.079
C -0.31880 -3.02756 0.78936 0.039
C -0.19868 -4.20892 1.54616 0.001
C -3.13944 -0.04903 0.53396 0.007
C -4.22607 -0.84964 0.82394 0.000
C -5.40059 -0.33066 1.38704 -0.001
C -5.43551 1.00350 1.71907 0.002
C -6.44947 1.82800 2.45856 0.000
C -5.87645 3.26942 2.46012 -0.001
C -4.56424 3.16670 1.73841 0.003
C -3.60492 4.09574 1.43066 -0.002
C -2.51082 3.69408 0.64782 -0.001
C -2.30390 2.38616 0.23055 0.022
P -1.03850 2.11684 -1.04467 0.072
C -0.44014 3.74067 -1.57935 -0.018
C 0.79331 4.18933 -1.10605 0.027
C 1.28935 5.41359 -1.52442 0.004
C 0.56213 6.18024 -2.42360 0.002
C -0.66515 5.73440 -2.89614 0.001
C -1.17286 4.51524 -2.47767 0.002
C -1.91412 1.45287 -2.48616 -0.009
C -3.29876 1.36279 -2.57120 0.000
C -3.87903 0.84774 -3.72291 -0.001
C -3.08508 0.42801 -4.77805 0.003
C -1.70268 0.54859 -4.70832 0.002
C -1.11798 1.05137 -3.56111 0.000
C -3.20783 1.36913 0.68070 -0.002
C -4.35606 1.82956 1.34506 0.001
H -2.84867 -1.72825 2.68556 0.000
H -2.58420 -3.83428 3.93296 0.000
H -1.40906 -6.59432 3.12222 0.000
H -0.34456 -5.78655 4.25594 0.000
H 0.47238 -7.24930 1.85439 0.000
H 1.52360 -6.39063 2.95590 0.001
H 2.50341 -5.71131 0.15420 0.000
H 2.32578 -3.71168 -1.24592 0.008
H 2.23337 -3.02867 -3.51642 0.005
H 1.65818 -4.50338 -5.37076 0.000
H -0.70503 -4.83890 -6.02274 0.000
H -2.49303 -3.61863 -4.81854 0.000
H -1.93518 -2.13315 -2.95486 0.004
H 2.02273 -0.49653 -3.84754 0.006
H 4.24295 0.53918 -4.15217 0.000
H 5.85041 0.59267 -2.27679 0.003
H 5.28946 -0.48454 -0.12842 -0.001
H 3.08642 -1.55719 0.18496 0.008
H -4.16900 -1.91251 0.62334 0.000
H -6.23278 -0.98890 1.59724 0.000
H -6.57913 1.45131 3.47461 0.000
H -7.43083 1.78241 1.98505 0.000
H -5.73386 3.64727 3.47370 0.000
H -6.54533 3.97502 1.96528 0.000
H -3.69508 5.12987 1.73473 0.000
H -1.80738 4.45206 0.32898 0.001
H 1.36055 3.57776 -0.41169 -0.007
H 2.24406 5.76477 -1.15697 0.000
H 0.95646 7.12967 -2.75959 0.000
H -1.22494 6.33797 -3.59774 0.000
H -2.12601 4.16228 -2.85190 0.001
H -3.92534 1.69839 -1.75582 0.000
H -4.95652 0.78525 -3.79662 0.000
H -3.54177 0.00346 -5.66227 0.000
H -1.08818 0.25087 -5.54772 0.000
H -0.03961 1.15144 -3.48931 -0.001
O 1.86757 0.89774 1.42717 0.614
N 1.68233 -0.04399 2.18481 0.334
C 2.26852 -0.24120 3.30888 0.015
C 3.28035 0.62204 3.84198 0.010
N 4.10383 1.30407 4.25932 -0.025
C 1.93640 -1.41284 4.06174 0.022
N 1.67249 -2.34509 4.67473 -0.028
```

The following is a DFT calculation (ωB97M-V/def2-TZVPD) of the ion C2H6NS with charge +1 at a distorted geometry.

## Properties
DFT total energy: -14485.476 eV
Net charge: +1
Molar mass: 76.1 g/mol
Kohn-Sham gap (spin up / spin down): 6.99 / 6.98 eV
Strongest force on any atom: 3.588 eV/A
LUMO energy (spin up / spin down): -7.0 / -7.0 eV

Structure (XYZ):
```
10
Properties=species:S:1:pos:R:3:lowdin_charge:R:1
C -0.55565 0.61386 0.82368 -0.512
C 0.19758 -0.76402 -1.00889 0.018
N 0.71574 0.07373 0.01503 -0.082
S -1.65078 -0.85452 0.85285 0.740
H -0.34636 0.98328 1.90176 0.115
H -1.09049 1.47840 0.25093 0.119
H -0.48428 -0.34889 -1.73743 0.079
H 0.82978 -1.57813 -1.50122 0.133
H 1.16481 0.97231 -0.27430 0.193
H 1.21967 -0.57602 0.67760 0.196
```

The following is a DFT calculation (ωB97M-V/def2-TZVPD) of a cluster of 5 separate species, C9H28O5 in total at a distorted geometry.

## Properties
DFT total energy: -20014.103 eV
2S+1: 2
Expectation value of S²: 0.7542
Net charge: +1
Molar mass: 216.3 g/mol
Kohn-Sham gap (spin up / spin down): 8.74 / 2.40 eV
Strongest force on any atom: 3.400 eV/A
LUMO energy (spin up / spin down): -3.5 / -9.8 eV

Structure (XYZ):
```
42
Properties=species:S:1:pos:R:3:mulliken_spin:R:1
O 17.69523 11.72572 -20.33780 0.000
H 16.85443 11.57485 -19.90590 0.000
H 17.62136 11.26596 -21.17409 0.000
O 19.27525 13.51077 -21.62633 0.015
H 18.82270 12.90939 -21.03492 0.000
H 20.14087 13.12096 -21.74876 -0.001
C 17.84250 8.54369 -22.01150 0.000
C 17.93682 9.52360 -23.17593 0.000
C 17.96783 8.95347 -24.60397 0.000
O 16.95989 10.53556 -23.05312 0.000
H 16.92152 7.96404 -22.07396 0.000
H 17.83426 9.17373 -21.12206 0.000
H 18.79238 8.00916 -22.00106 0.000
H 18.87508 10.07668 -23.13261 0.000
H 18.89234 8.40923 -24.79679 0.000
H 17.78655 9.67987 -25.39618 0.000
H 17.20662 8.19269 -24.77682 0.000
H 17.06783 11.07565 -23.83942 0.000
C 16.88716 16.19828 -16.52311 0.212
C 17.42873 16.04778 -17.91291 0.039
C 17.83240 14.60279 -18.17375 0.115
O 16.39873 16.46775 -18.74734 0.621
H 16.04977 15.56634 -16.22727 -0.007
H 16.63573 17.23442 -16.29662 -0.002
H 17.71914 16.05903 -15.83281 0.013
H 18.32779 16.64888 -18.04885 -0.006
H 17.06045 13.84329 -18.29773 -0.001
H 18.56831 14.23596 -17.45822 -0.005
H 18.45069 14.54646 -19.06965 0.018
H 16.58200 17.34586 -19.08932 -0.014
C 13.34101 12.16199 -20.82047 0.000
C 14.06219 11.50998 -19.61696 0.000
C 14.38008 10.01506 -19.62104 0.000
O 15.19493 12.22797 -19.32057 0.002
H 13.84304 12.06602 -21.78320 0.000
H 13.18093 13.22873 -20.66386 0.000
H 12.34482 11.72239 -20.86989 0.000
H 13.34361 11.69825 -18.81929 0.001
H 14.87651 9.73178 -18.69291 0.000
H 15.07659 9.75101 -20.41682 0.000
H 13.51668 9.36639 -19.76893 0.000
H 14.97041 13.10276 -18.99510 -0.001
```